(1)
DFT (wB97M-V/def2-TZVPD) results for a gas-phase ion, C6H9N2O (charge +1) in a non-equilibrium geometry.

Geometry (Å):
C 2.028 -0.973 0.720
C 3.118 -0.211 0.484
C 1.581 0.714 -0.826
C 1.030 -0.409 -0.125
C -1.559 0.142 -0.057
C -2.869 -0.390 0.035
N -0.246 -0.920 -0.113
N -1.180 1.467 -0.154
O 2.831 0.821 -0.318
H 1.970 -2.027 1.177
H 4.139 -0.175 0.801
H 1.368 1.293 -1.686
H -3.517 0.394 0.338
H -3.095 -0.495 -1.092
H -3.204 -1.373 0.473
H -0.393 -1.750 0.441
H -1.862 2.233 -0.114
H -0.141 1.659 0.016

Forces on atoms 1 to 3 (eV/Å):
C 0.26 -1.85 -0.16
C 0.19 0.62 0.31
C -0.37 -2.93 2.92

Calculated values
Relative energy (zero: lowest compared OMol25 entry of this formula, charge and spin) (eV): 2.0761
Multiplicity: 1
Orbital gap (eV): 7.83
Total charge: +1
Energy (Eh): -418.4371
Structure (SMILES): CC(=[NH2+])Nc1ccoc1


(2)
DFT (wB97M-V/def2-TZVPD) results for a gas-phase ion, C6H8N3S (charge +1) in a non-equilibrium geometry.

Geometry (Å):
C 0.943 -0.244 -0.833
C -0.361 -0.205 -0.391
C -1.057 0.718 1.893
C -0.326 1.065 2.980
C 1.658 -0.766 -2.082
C -1.637 -0.594 -1.085
N 1.720 0.330 0.021
N 1.027 0.641 1.079
N -0.288 0.349 0.866
S 1.363 1.162 2.640
H -2.116 0.604 2.002
H -0.811 1.383 3.940
H 1.548 -0.056 -3.005
H 2.745 -0.798 -1.725
H 1.299 -1.742 -2.361
H -2.040 0.313 -1.647
H -1.221 -1.103 -1.926
H -2.445 -1.060 -0.366

Forces on atoms 1 to 3 (eV/Å):
C -0.11 -0.59 -2.65
C -1.86 0.24 1.16
C -0.81 0.10 3.30

Calculated values
Relative energy (zero: lowest compared OMol25 entry of this formula, charge and spin) (eV): 2.3197
Multiplicity: 1
Orbital gap (eV): 8.83
Total charge: +1
Energy (Eh): -795.5429
Structure (SMILES): Cc1nn2scc[n+]2c1C


(3)
DFT (wB97M-V/def2-TZVPD) results for a molecular structure, CaH22N2O17 in a non-equilibrium geometry.

Geometry (Å):
Ca 2.267 -1.985 1.008
N 1.090 -1.224 4.527
O 0.260 -0.469 5.015
O 2.090 -1.599 5.201
O 0.983 -1.686 3.343
N -0.276 -0.051 -0.248
O -1.445 0.233 -0.076
O 0.296 0.247 -1.332
O 0.370 -0.676 0.635
O -1.043 1.475 2.780
H -0.712 0.597 2.527
H -0.301 2.072 2.636
O 2.567 -1.227 -1.207
H 3.316 -1.172 -1.815
H 1.957 -0.488 -1.468
O -2.514 3.339 1.378
H -2.123 2.462 1.599
H -1.771 3.884 1.105
O 1.044 -1.077 -4.207
H 1.844 -1.613 -4.278
H 0.757 -1.177 -3.290
O 1.937 2.734 -1.588
H 1.512 2.226 -0.884
H 2.728 3.107 -1.183
O -1.479 0.363 -3.810
H -2.205 -0.219 -3.558
H -0.989 0.524 -2.991
O 0.869 1.941 -4.130
H 1.521 1.910 -3.419
H 0.524 2.840 -4.100
O -2.984 -2.421 0.250
H -2.684 -3.211 -0.212
H -2.964 -1.725 -0.420
O 0.494 -3.513 1.224
H 0.412 -4.309 1.766
H -0.345 -3.446 0.744
O 2.996 0.109 1.758
H 2.708 1.007 1.958
H 3.946 0.109 1.947
O -5.030 0.577 1.280
H -4.121 0.832 1.082
H -5.505 0.702 0.452

Forces on atoms 1 to 3 (eV/Å):
Ca -1.95 0.90 1.19
N 1.63 -0.46 1.64
O -0.04 -0.27 -0.87

Calculated values
Relative energy (zero: lowest compared OMol25 entry of this formula, charge and spin) (eV): 0.0000
Multiplicity: 1
Orbital gap (eV): 6.40
Total charge: 0
Energy (Eh): -2079.2303


(4)
DFT (wB97M-V/def2-TZVPD) results for a single C5H8O2 molecule.

Geometry (Å):
O 2.490 0.188 0.668
C 1.490 -0.605 0.053
C 0.105 -0.217 0.538
C -0.567 1.080 0.011
C -1.831 0.279 -0.407
C -1.044 -0.995 -0.106
O -1.187 -2.155 -0.386
H 2.910 0.733 -0.004
H 1.666 -1.658 0.303
H 1.529 -0.523 -1.043
H 0.073 -0.283 1.633
H -0.729 1.866 0.751
H -0.037 1.508 -0.846
H -2.188 0.377 -1.437
H -2.680 0.406 0.272

Forces on atoms 1 to 3 (eV/Å):
O 0.15 0.18 -0.10
C -0.25 -0.26 -0.15
C 0.12 -0.04 0.08

Calculated values
Relative energy (zero: lowest compared OMol25 entry of this formula, charge and spin) (eV): 1.2194
Multiplicity: 1
Orbital gap (eV): 10.27
Total charge: 0
Energy (Eh): -345.7601
Structure (SMILES): O=C1CC[C@@H]1CO